1.
{"formula": "C2H3ClNOP", "method": "wB97M-V/def2-TZVPD", "energy_ha": -1009.4383, "homo_energy_ev": [-6.6, -10.3], "e_above_lowest_kj_mol": 3.4, "spin_multiplicity": 3, "orbital_gap_ev": [7.3, 8.1], "symbols": ["C", "C", "N", "O", "P", "Cl", "H", "H", "H"], "xyz": [[0.270077, -1.062616, -0.363169], [0.856234, 0.199686, 0.341261], [-0.914219, -1.326184, -0.457340], [-0.228887, 0.996363, 0.926801], [-1.780465, 0.688415, 0.643789], [-2.124605, 1.707581, -1.090959], [1.066146, -1.671878, -0.752024], [1.384699, -0.143739, 1.136143], [1.471020, 0.612372, -0.384503]], "forces_ev_per_a": [[1.42, 1.03, 0.67], [-4.61, -1.07, -0.50], [-0.39, -1.30, -0.72], [2.10, -0.21, -0.77], [-1.66, 1.31, 1.07], [-0.02, 0.14, -0.39], [0.44, -0.76, -0.50], [1.87, -0.91, 2.33], [0.85, 1.78, -1.19]], "nbo_charge": [-0.05, -0.08, -0.21, -0.83, 0.90, -0.34, 0.20, 0.20, 0.20]}



2.
{"formula": "C2H9NO2", "method": "wB97M-V/def2-TZVPD", "energy_ha": -286.7997, "homo_energy_ev": -9.4, "e_above_lowest_kj_mol": 49.1, "smiles": "NCCO.O", "orbital_gap_ev": 10.3, "symbols": ["N", "C", "C", "O", "H", "H", "H", "H", "H", "H", "H", "O", "H", "H"], "xyz": [[-1.141647, 0.454665, 1.121458], [-0.598758, -0.801949, 1.634513], [0.793878, -1.013567, 0.999467], [0.765821, -2.286654, 0.304195], [-2.123553, 0.565888, 1.318164], [-0.818274, 1.298239, 1.554051], [-0.519337, -0.776880, 2.722282], [-1.216972, -1.621500, 1.291530], [0.960901, -0.239435, 0.258800], [1.568134, -1.107181, 1.755192], [1.115923, -2.101055, -0.590092], [0.229591, 3.080013, -3.408568], [-0.551197, 3.121863, -2.833176], [-0.126804, 2.639041, -4.190448]], "forces_ev_per_a": [[-1.07, 0.31, -0.49], [0.95, 1.09, -0.11], [-0.89, -1.38, -0.04], [0.51, 0.58, -0.92], [-0.51, -0.61, -0.16], [1.10, 0.13, 0.37], [-0.08, -0.37, 0.13], [-0.19, -0.09, 0.14], [0.25, 0.36, 0.27], [0.23, 0.43, 0.03], [-0.32, -0.46, 0.77], [-0.67, -0.15, 0.05], [0.43, 0.07, -0.04], [0.25, 0.07, 0.00]], "nbo_charge": [-0.85, -0.25, -0.08, -0.73, 0.35, 0.35, 0.17, 0.22, 0.18, 0.17, 0.47, -0.93, 0.47, 0.47]}



3.
{"formula": "C40H38N5O2Tc", "method": "wB97M-V/def2-TZVPD", "energy_ha": -2051.1786, "charge": 3, "homo_energy_ev": [-16.7, -16.7], "e_above_lowest_kj_mol": 50.3, "spin_multiplicity": 2, "orbital_gap_ev": [6.0, 5.8], "symbols": ["Tc", "C", "C", "C", "C", "C", "C", "C", "C", "C", "H", "H", "H", "H", "H", "H", "H", "H", "H", "H", "H", "H", "O", "C", "C", "C", "C", "N", "C", "C", "C", "C", "C", "C", "O", "C", "C", "N", "H", "H", "H", "H", "H", "H", "H", "H", "H", "H", "H", "H", "N", "C", "C", "C", "C", "N", "C", "C", "H", "H", "H", "H", "N", "C", "C", "C", "C", "C", "C", "C", "C", "C", "C", "C", "C", "C", "H", "H", "H", "H", "H", "H", "H", "H", "H", "H"], "xyz": [[0.067800, 0.235400, 0.416100], [-3.424700, -0.982700, 0.610100], [-2.423300, -0.959000, -0.504100], [-2.810400, -0.366900, -1.713600], [-2.104600, -0.574900, -2.896800], [-2.644500, -0.061600, -4.182600], [-0.956300, -1.363500, -2.858600], [-0.519000, -1.966700, -1.681000], [0.547700, -3.003700, -1.730100], [-1.212800, -1.699500, -0.466100], [-3.186300, -1.726600, 1.365700], [-4.396700, -1.251500, 0.193300], [-3.552900, -0.006800, 1.081200], [-3.735100, 0.191100, -1.744900], [-3.469900, -0.698400, -4.510000], [-1.885700, -0.077700, -4.958000], [-3.047600, 0.943000, -4.077700], [-0.442300, -1.589400, -3.781100], [0.067900, -3.973500, -1.892700], [1.106200, -3.074900, -0.800100], [1.230700, -2.850400, -2.562300], [-1.074500, -2.423000, 0.333200], [0.214500, 0.748600, 7.375700], [-0.537900, -0.252600, 6.766000], [-0.409100, -0.165900, 5.281000], [-1.131500, -1.006100, 4.429600], [-0.951800, -0.901300, 3.069100], [-0.127200, -0.025800, 2.482500], [0.577300, 0.798500, 3.298300], [0.473000, 0.736100, 4.682900], [1.464100, 1.721800, 2.585100], [2.452900, 2.478200, 3.200800], [3.288200, 3.289000, 2.435200], [4.428700, 4.018000, 3.066600], [4.841800, 3.344700, 4.219000], [3.040500, 3.362000, 1.061900], [2.060800, 2.565000, 0.515800], [1.298300, 1.740200, 1.243100], [0.108300, 0.717900, 8.334900], [-1.600900, -0.196700, 7.053500], [-0.193800, -1.258700, 7.067300], [-1.827400, -1.728500, 4.821900], [-1.493000, -1.557800, 2.407800], [1.061000, 1.375300, 5.323400], [2.630800, 2.419600, 4.262500], [4.091400, 5.040700, 3.310900], [5.241200, 4.118500, 2.329600], [5.553700, 3.833800, 4.651100], [3.624700, 4.004400, 0.423100], [1.901300, 2.553200, -0.552200], [7.526700, -0.702500, 0.194700], [6.388500, -0.792700, 0.242500], [4.967400, -0.868700, 0.284000], [4.220300, -0.689600, -0.886000], [2.842900, -0.689500, -0.789300], [2.190500, -0.854200, 0.366100], [2.903600, -1.082200, 1.470100], [4.287600, -1.093600, 1.483900], [4.713500, -0.551700, -1.836800], [2.223800, -0.558300, -1.665300], [2.348600, -1.269900, 2.378300], [4.828900, -1.273500, 2.400900], [-0.165500, 1.153800, -1.110200], [-0.319100, 2.156300, -1.885600], [-0.604000, 3.460500, -1.261600], [-0.067200, 4.630200, -1.817600], [-0.278600, 5.844600, -1.194700], [-1.017000, 5.908300, -0.021700], [-1.543900, 4.749500, 0.541100], [-1.321000, 3.528900, -0.061800], [-0.146000, 2.110400, -3.335700], [-0.907300, 2.973700, -4.140500], [-0.717400, 3.002700, -5.506800], [0.223600, 2.169000, -6.099100], [0.981500, 1.308200, -5.310100], [0.788900, 1.262900, -3.945000], [0.526300, 4.582100, -2.717900], [0.141700, 6.742600, -1.619500], [-1.199000, 6.860100, 0.450400], [-2.134600, 4.811400, 1.442100], [-1.742000, 2.617100, 0.356100], [-1.654100, 3.605000, -3.683000], [-1.294100, 3.680100, -6.115200], [0.373100, 2.198800, -7.168100], [1.739800, 0.690600, -5.766500], [1.416000, 0.637700, -3.328200]], "forces_ev_per_a": [[1.17, -0.92, -1.36], [-0.05, 0.10, 0.18], [-0.38, 0.03, -0.86], [0.26, -0.13, 0.55], [-0.08, -0.11, 0.41], [-0.09, 0.00, -0.19], [0.20, -0.37, 0.49], [-0.31, 0.36, -0.52], [0.08, -0.20, 0.05], [0.08, 0.20, 0.06], [-0.03, 0.01, 0.03], [0.04, 0.01, 0.05], [0.01, 0.02, 0.10], [-0.15, 0.04, -0.01], [0.02, -0.03, -0.01], [0.05, 0.07, -0.15], [-0.01, 0.06, -0.01], [0.08, -0.02, -0.13], [0.05, -0.01, 0.01], [0.05, -0.03, 0.05], [0.07, 0.01, -0.03], [0.09, 0.04, 0.17], [0.24, 0.30, -0.07], [-0.31, -0.50, 0.42], [0.10, 0.03, -0.30], [0.21, 0.29, -0.02], [-0.58, -0.68, 0.20], [0.01, 0.26, 0.35], [0.16, 0.01, 0.57], [-0.02, 0.01, -0.41], [0.44, 0.42, 0.01], [-0.09, -0.14, -0.24], [-0.20, -0.25, -0.17], [0.31, 0.77, -0.18], [-0.06, -0.29, 0.19], [-0.06, -0.07, 0.45], [0.11, 0.02, -0.23], [-0.05, 0.03, 0.22], [0.00, -0.03, -0.12], [0.12, -0.01, -0.22], [-0.07, 0.12, -0.11], [-0.11, -0.16, 0.01], [-0.01, -0.03, -0.02], [0.00, 0.12, -0.03], [-0.03, -0.07, 0.10], [0.00, -0.12, -0.16], [-0.16, -0.05, 0.12], [-0.10, -0.04, -0.04], [0.11, 0.03, -0.11], [0.01, 0.02, 0.00], [0.64, 0.06, -0.01], [-0.25, -0.08, 0.03], [-0.67, 0.06, -0.03], [-0.01, -0.15, 0.33], [0.14, 0.05, -0.47], [-1.49, 1.09, -0.19], [0.15, -0.06, 0.49], [-0.06, -0.07, -0.33], [-0.04, 0.01, -0.05], [0.03, 0.05, -0.04], [-0.01, 0.08, 0.07], [-0.03, -0.02, 0.05], [0.92, -1.51, 1.53], [-0.15, 1.95, -0.88], [0.06, -0.22, 0.11], [-0.07, -0.05, -0.02], [0.08, 0.03, 0.04], [-0.08, -0.12, -0.06], [0.01, -0.08, 0.10], [-0.04, -0.08, -0.02], [-0.09, -0.27, -0.07], [0.00, -0.01, 0.17], [0.01, -0.06, -0.09], [-0.05, 0.06, 0.20], [0.08, -0.10, 0.01], [0.04, 0.13, 0.12], [0.05, 0.00, -0.05], [0.02, 0.09, -0.05], [0.00, 0.13, 0.06], [-0.05, 0.00, 0.07], [-0.11, 0.11, 0.01], [-0.07, 0.07, -0.02], [-0.12, 0.05, -0.06], [0.03, 0.00, -0.07], [0.04, -0.08, -0.05], [0.02, -0.17, 0.03]], "lowdin_charge": [1.57, -0.03, -0.29, 0.00, -0.24, -0.01, -0.01, -0.27, -0.03, -0.15, 0.07, 0.11, 0.09, 0.14, 0.12, 0.09, 0.09, 0.13, 0.12, 0.07, 0.09, 0.12, -0.02, -0.20, -0.11, 0.05, -0.09, -0.07, -0.18, 0.10, -0.19, 0.09, -0.13, -0.20, -0.03, 0.05, -0.09, -0.04, 0.12, 0.16, 0.16, 0.14, 0.09, 0.13, 0.13, 0.16, 0.14, 0.12, 0.14, 0.11, 0.24, -0.14, -0.17, 0.05, -0.12, -0.01, -0.10, 0.05, 0.14, 0.09, 0.12, 0.14, -0.01, -0.23, -0.19, -0.01, -0.02, -0.01, -0.03, -0.03, -0.18, -0.02, -0.02, -0.01, -0.03, -0.02, 0.13, 0.13, 0.13, 0.12, 0.10, 0.13, 0.13, 0.13, 0.12, 0.10]}